Record 1
The following is a quantum chemistry calculation of a 8-piece molecular cluster, C22H48B3Cl14O3PS2 overall, from the OMol25 dataset.

Output
Calculated total energy = -8747.8617 a.u.
Spin multiplicity = 1
E_HOMO = -8.1 eV

Cartesian coordinates (Å):
C  5.6060  -1.3296  -1.1017
C  5.5924  -0.2481  -2.3357
C  5.9134  1.3004  -1.9080
C  4.5990  2.2289  -1.6001
C  5.1815  3.7546  -1.2507
B  3.5612  2.4156  -2.8612
O  2.4627  3.4214  -2.6902
B  1.1517  2.7419  -2.7922
C  0.0318  3.1014  -1.6302
S  -0.0833  1.5788  -0.4892
C  -1.8108  0.8594  -0.7116
C  -2.0111  0.0242  -2.1213
O  0.9529  1.7748  -3.8977
B  2.2135  1.0056  -4.1565
P  1.9576  -0.8796  -4.5426
S  0.5065  -1.0310  -5.8883
O  3.5676  1.6637  -4.1313
H  5.1960  -2.3538  -1.5583
H  6.7058  -1.5675  -0.7482
H  4.9356  -0.9163  -0.2333
H  6.4666  -0.5795  -3.0780
H  4.5953  -0.4097  -2.9259
H  6.6467  1.8645  -2.6613
H  6.5267  1.2433  -0.8858
H  3.9967  1.9002  -0.6425
H  4.3534  4.5865  -1.3194
H  6.0565  3.9796  -1.9966
H  5.6411  3.8215  -0.1597
H  0.4310  4.0540  -1.0451
H  -1.0537  3.2654  -2.0773
H  -1.9518  0.0679  0.1581
H  -2.6156  1.7326  -0.6719
H  -1.2072  0.2921  -2.9420
H  -1.8877  -1.1295  -1.9076
H  -3.0992  0.2200  -2.5212
H  1.4597  -1.6275  -3.3871
H  3.1710  -1.4630  -5.1020
Cl  -3.6870  -2.2174  -4.4863
C  -3.3444  -3.7881  -3.7181
C  -4.4223  -4.1889  -2.7244
Cl  -4.4262  -3.1469  -1.2787
H  -2.3606  -3.7258  -3.2423
H  -3.2863  -4.5275  -4.5226
H  -4.2468  -5.2110  -2.3766
H  -5.4198  -4.1492  -3.1738
Cl  1.7230  -1.9877  -0.3498
C  0.8709  -2.0336  1.2143
C  -0.0607  -3.2293  1.3262
Cl  -1.4599  -3.0974  0.2306
H  0.3307  -1.0891  1.3344
H  1.6393  -2.0864  1.9914
H  -0.4602  -3.2963  2.3423
H  0.4583  -4.1670  1.1024
Cl  -3.4016  -5.6025  1.5945
C  -3.0284  -6.4569  3.1129
C  -2.9088  -5.5061  4.2927
Cl  -1.4662  -4.4664  4.1758
H  -2.1082  -7.0302  2.9624
H  -3.8448  -7.1643  3.2864
H  -2.8134  -6.0755  5.2217
H  -3.7874  -4.8587  4.3794
Cl  -2.3206  6.8038  -1.2114
C  -1.2703  6.7818  -2.6506
C  -2.0275  6.3885  -3.9084
Cl  -2.5320  4.6796  -3.8839
H  -0.4369  6.1003  -2.4522
H  -0.8643  7.7917  -2.7610
H  -1.3854  6.5159  -4.7848
H  -2.9217  7.0042  -4.0497
Cl  -5.0932  -2.8344  4.2952
C  -6.1535  -2.8576  2.8635
C  -7.5737  -3.2760  3.2070
Cl  -7.6748  -4.9917  3.6780
H  -5.7054  -3.5246  2.1201
H  -6.1532  -1.8432  2.4535
H  -8.2207  -3.1493  2.3342
H  -7.9844  -2.6749  4.0248
Cl  7.4680  1.9388  1.0785
C  8.9135  2.9452  1.3473
C  8.6806  4.0152  2.4013
Cl  7.5446  5.2710  1.8463
H  9.2062  3.3821  0.3873
H  9.7122  2.2712  1.6713
H  9.6224  4.5211  2.6328
H  8.2871  3.5880  3.3294
Cl  -7.0948  -0.2256  5.6691
C  -5.4310  0.3624  5.9153
C  -5.1763  0.7802  7.3543
Cl  -6.0789  2.2513  7.7980
H  -5.2565  1.1887  5.2188
H  -4.7618  -0.4590  5.6422
H  -4.1153  1.0063  7.4943
H  -5.4510  -0.0117  8.0586

---

Record 2
The following is a quantum chemistry calculation of a 8-piece molecular cluster, C22H48BrO21P overall, from the OMol25 dataset.

Output
Calculated total energy = -5362.4360 a.u.
Spin multiplicity = 1
E_HOMO = -9.3 eV

Cartesian coordinates (Å):
C  -0.8289  -6.3040  3.3486
O  -2.1811  -5.8714  3.4850
C  -2.4799  -4.7450  2.7897
O  -1.7079  -4.1083  2.0901
O  -3.7862  -4.4499  3.0079
C  -4.2439  -3.2795  2.3334
H  -0.7025  -7.2112  3.9457
H  -0.6041  -6.5449  2.3046
H  -0.1400  -5.5428  3.7287
H  -4.1556  -3.3995  1.2488
H  -3.6915  -2.3974  2.6729
H  -5.3002  -3.1392  2.5789
C  4.9630  0.8870  -2.8511
O  5.7954  1.6171  -3.7501
C  6.4342  0.8488  -4.6684
O  6.3490  -0.3649  -4.7720
O  7.1841  1.6649  -5.4513
C  7.9177  0.9886  -6.4705
H  4.5027  1.6003  -2.1620
H  4.1658  0.3709  -3.3958
H  5.5564  0.1769  -2.2660
H  7.2386  0.4766  -7.1599
H  8.6292  0.2825  -6.0301
H  8.4807  1.7370  -7.0348
C  -0.1287  -2.8703  4.3330
O  0.3786  -1.8470  5.1871
C  1.6678  -2.0276  5.5703
O  2.3872  -2.9606  5.2494
O  2.0177  -0.9905  6.3722
C  3.3588  -1.0482  6.8545
H  -1.1658  -2.6240  4.0896
H  0.4430  -2.9133  3.4003
H  -0.1153  -3.8396  4.8418
H  4.0698  -1.0183  6.0226
H  3.5115  -1.9446  7.4641
H  3.5294  -0.1708  7.4844
C  -5.4456  -2.5701  8.7140
O  -4.1506  -2.2200  9.1984
C  -3.4131  -1.4778  8.3343
O  -3.7654  -1.1077  7.2253
O  -2.2158  -1.2188  8.9179
C  -1.3290  -0.4398  8.1173
H  -5.9463  -3.1618  9.4852
H  -6.0434  -1.6722  8.5266
H  -5.3671  -3.1804  7.8085
H  -1.7623  0.5432  7.9060
H  -1.0859  -0.9649  7.1879
H  -0.4040  -0.2938  8.6817
C  -4.7909  3.1436  -2.2514
O  -4.1357  2.8014  -3.4711
C  -2.7999  2.5960  -3.3488
O  -2.1530  2.6802  -2.3166
O  -2.3088  2.2809  -4.5738
C  -0.9038  2.0361  -4.5975
H  -5.8536  3.2847  -2.4667
H  -4.6922  2.3350  -1.5200
H  -4.3936  4.0813  -1.8496
H  -0.6497  1.1831  -3.9600
H  -0.3511  2.9295  -4.2896
H  -0.6203  1.7936  -5.6253
C  6.5853  5.6899  -11.6061
O  7.4393  5.1665  -10.5908
C  7.0472  5.4601  -9.3252
O  6.0618  6.1098  -9.0123
O  7.9415  4.9057  -8.4684
C  7.6536  5.1351  -7.0904
H  6.9937  5.3947  -12.5764
H  5.5772  5.2727  -11.5155
H  6.5585  6.7835  -11.5620
H  6.6882  4.6957  -6.8193
H  7.6695  6.2065  -6.8658
H  8.4320  4.6478  -6.4969
C  -9.3850  1.2585  0.7079
O  -8.5447  0.5432  1.6114
C  -7.3315  1.1154  1.8175
O  -6.9305  2.1496  1.3071
O  -6.6421  0.3374  2.6896
C  -5.3370  0.8206  3.0019
H  -10.3275  0.7115  0.6180
H  -9.6033  2.2594  1.0939
H  -8.9247  1.3165  -0.2837
H  -5.3935  1.8041  3.4796
H  -4.7148  0.8611  2.1020
H  -4.8775  0.1220  3.7064
C  0.8919  -3.1661  -0.7204
P  1.3844  -1.8532  -2.0460
Br  1.6906  -0.2505  -3.6787
H  1.8648  -3.5020  -0.1631
H  0.4465  -4.0795  -1.3337
H  0.0556  -2.7705  -0.0034
H  2.5817  -2.5674  -2.4298
H  0.1431  -2.1823  -2.7251
H  1.5381  -0.8146  -1.0467

---

Record 3
The following is a quantum chemistry calculation of C22H48F18MgN3O20S6 as an isolated structure, from the OMol25 dataset.

Output
Calculated total energy = -6922.5159 a.u.
Expectation value of S² = 0.764
Spin multiplicity = 2
E_HOMO (spin up / spin down) = -9.7 / -9.7 eV

Cartesian coordinates (Å):
Mg  2.3859  -1.9761  0.0187
C  -6.9195  -7.7238  1.8861
F  -8.0988  -7.1868  1.4946
F  -7.2350  -8.7142  2.7082
F  -6.1836  -8.1846  0.9103
S  -6.0290  -6.2389  2.7395
O  -6.8620  -5.9807  3.9003
O  -4.7118  -6.7205  3.1060
N  -6.1504  -4.8999  1.5410
S  -4.7283  -4.9850  0.8498
O  -4.2841  -6.2841  0.4402
O  -4.7888  -4.1211  -0.3176
C  -3.4370  -4.1912  1.9749
F  -2.7333  -5.0779  2.6705
F  -2.5375  -3.5198  1.2098
F  -4.0815  -3.3251  2.7839
C  -0.6514  0.2250  -1.8165
F  -0.2818  -0.7487  -2.6826
F  -0.9407  1.3002  -2.5958
F  -1.7261  -0.0739  -1.1018
S  0.9225  0.6664  -0.5906
O  2.0723  0.7160  -1.5299
O  0.6331  1.9557  0.0402
N  1.1951  -0.6852  0.5170
S  0.0796  -0.4627  1.6050
O  -0.9718  0.5190  1.4318
O  -0.4573  -1.7728  1.8940
C  1.1729  0.1969  3.1242
F  1.4824  1.4901  2.9645
F  0.4900  0.0416  4.2752
F  2.3325  -0.4006  3.2170
C  5.5066  0.7764  -1.0308
F  4.6363  1.8283  -0.8311
F  5.5139  0.4459  -2.3486
F  6.7635  1.0715  -0.7877
S  5.0252  -0.8501  0.0426
O  6.2931  -1.4042  0.5602
O  3.9456  -0.4186  0.9371
N  3.9730  -1.9177  -0.9010
S  4.8442  -2.3091  -2.0669
O  4.0849  -2.1645  -3.2781
O  6.1930  -1.8596  -2.1586
C  4.9430  -4.2025  -1.7486
F  5.7673  -4.5281  -0.6657
F  3.7290  -4.7384  -1.6815
F  5.4780  -4.8032  -2.7887
C  2.9537  3.3798  -3.7288
C  4.3566  3.5219  -4.0642
O  4.7760  2.3540  -4.7018
H  2.5969  4.3905  -3.5309
H  2.7846  2.7357  -2.8658
H  2.2375  3.0631  -4.4870
H  4.9722  3.7457  -3.1930
H  4.5582  4.3239  -4.7743
H  4.6827  1.5799  -4.1417
C  -2.4680  5.2600  0.7162
C  -2.8030  3.7866  0.5823
O  -3.8700  3.5215  1.5050
H  -1.7930  5.5445  -0.0909
H  -1.9670  5.4910  1.6563
H  -3.3801  5.8473  0.6105
H  -1.9708  3.1242  0.8203
H  -3.0821  3.6018  -0.4551
H  -4.0470  2.5958  1.6879
C  0.1666  4.2545  5.0053
C  1.2351  5.3766  5.2627
O  0.7374  6.6333  5.6095
H  -0.5049  4.0349  5.8354
H  0.7057  3.3126  4.9043
H  -0.5355  4.5327  4.2193
H  1.7571  5.4506  4.3087
H  2.0146  5.1783  5.9983
H  0.1938  6.6267  6.4006
C  -3.6823  3.0795  -3.9316
C  -4.6783  2.3005  -4.8265
O  -3.9871  1.2134  -5.4559
H  -4.1171  4.0099  -3.5665
H  -2.7785  3.3368  -4.4840
H  -3.3708  2.4631  -3.0883
H  -5.1171  2.9700  -5.5663
H  -5.4305  1.8586  -4.1731
H  -3.8537  1.4757  -6.3697
C  -3.0504  1.4608  4.0159
C  -4.3606  0.8772  3.4120
O  -4.1629  0.3201  2.1187
H  -2.5846  2.2332  3.4040
H  -2.3692  0.6099  4.0186
H  -3.1165  1.9985  4.9617
H  -5.0817  1.6928  3.3573
H  -4.7408  0.0565  4.0202
H  -3.6131  -0.4611  2.2136
C  0.2527  -2.0276  -5.6027
C  0.8334  -3.3860  -5.1157
O  1.5836  -3.2598  -3.9391
H  -0.2008  -1.9456  -6.5905
H  0.9219  -1.1799  -5.4559
H  -0.4516  -1.8867  -4.7828
H  1.5683  -3.6511  -5.8758
H  0.0072  -4.0846  -4.9842
H  2.4101  -2.8528  -4.2091
C  4.3388  2.7740  4.3630
C  5.1824  2.5764  3.0886
O  6.2192  3.5375  2.9459
H  4.7282  3.6702  4.8459
H  4.3008  1.9173  5.0359
H  3.3528  3.0459  3.9863
H  4.5537  2.3431  2.2293
H  5.7643  1.6718  3.2651
H  5.8360  4.2983  2.5032
C  -0.9389  -4.0640  -1.7948
C  0.2362  -3.9182  -0.7868
O  1.2304  -2.9550  -1.3021
H  -1.7808  -4.6479  -1.4228
H  -0.5560  -4.6021  -2.6619
H  -1.3314  -3.1182  -2.1683
H  0.7153  -4.8914  -0.6799
H  0.0357  -3.5979  0.2356
H  1.3229  -3.2920  -2.1963

---

Record 4
The following is a quantum chemistry calculation of a 8-piece molecular cluster, C22H48F6N12O9P2S2 overall, from the OMol25 dataset.

Output
Calculated total energy = -4279.6069 a.u.
Net charge = -2
Spin multiplicity = 1
E_HOMO = -3.4 eV

Cartesian coordinates (Å):
N  -0.1273  1.3164  -0.3119
O  -0.8613  1.9360  -1.0918
O  -0.5632  0.4277  0.4986
O  1.1066  1.6067  -0.2927
C  -5.8832  6.2685  -3.4090
F  -6.2477  5.5188  -4.4588
F  -6.5060  7.4567  -3.5118
F  -6.3125  5.7011  -2.3047
S  -4.0203  6.6112  -3.4987
O  -3.5170  5.6552  -4.4365
O  -3.9005  7.9815  -3.9105
N  -3.4192  6.5767  -1.9264
S  -3.1009  5.0295  -1.7033
O  -4.1758  4.1209  -2.0590
O  -1.8241  4.6505  -2.2241
C  -2.9264  4.8986  0.1514
F  -1.9891  4.0649  0.4831
F  -2.6013  6.1063  0.6745
F  -4.0950  4.5631  0.7250
O  2.3872  -3.3218  6.5281
P  2.5143  -2.5584  5.2685
N  1.1444  -2.5700  4.3524
C  1.1319  -2.3063  2.9172
C  -0.1073  -2.9031  4.9858
N  3.7062  -3.1080  4.2475
C  5.0851  -2.6558  4.3438
C  3.5358  -4.4301  3.7008
N  2.9242  -0.9816  5.5091
C  3.2107  -0.0632  4.4152
C  2.8502  -0.4131  6.8596
H  2.0125  -1.7685  2.6019
H  0.2280  -1.7557  2.6430
H  1.0387  -3.2360  2.3434
H  -0.0732  -3.9323  5.3660
H  -0.8954  -2.8551  4.2467
H  -0.3426  -2.2804  5.8517
H  5.2323  -1.7955  3.6830
H  5.3202  -2.3034  5.3491
H  5.7493  -3.4546  4.0295
H  4.1206  -4.5576  2.7861
H  3.8367  -5.2157  4.4075
H  2.4908  -4.5970  3.4383
H  3.9288  0.6798  4.7722
H  3.6882  -0.5810  3.5868
H  2.3289  0.4769  4.0646
H  3.2261  -1.1653  7.5620
H  1.8180  -0.2057  7.1524
H  3.5194  0.4401  6.9390
O  1.4593  0.5166  -3.4706
P  1.5326  -0.9279  -3.3314
N  0.0197  -1.6129  -3.3761
C  -0.7830  -1.3979  -4.5733
C  -0.7712  -1.6665  -2.1747
N  2.2405  -1.5365  -1.9572
C  3.2751  -0.7620  -1.2911
C  2.1651  -2.9391  -1.6623
N  2.3177  -1.7555  -4.5770
C  3.6194  -1.3027  -4.9494
C  2.0659  -3.1505  -4.9231
H  -1.6526  -2.0573  -4.5235
H  -0.1933  -1.6656  -5.4537
H  -1.1042  -0.3543  -4.6697
H  -1.3110  -0.7204  -2.0535
H  -0.1992  -1.8032  -1.2568
H  -1.4703  -2.5088  -2.1904
H  2.9384  0.2421  -1.0184
H  3.5930  -1.2436  -0.3643
H  4.1531  -0.6166  -1.9434
H  1.2539  -3.3547  -2.0941
H  3.0269  -3.4951  -2.0603
H  2.0778  -3.1036  -0.5938
H  4.4072  -1.6163  -4.2448
H  3.9268  -1.7047  -5.9237
H  3.6305  -0.2189  -5.0730
H  2.7774  -3.8079  -4.4042
H  2.0761  -3.2495  -6.0092
H  1.0878  -3.4308  -4.5318
C  0.2315  2.7189  2.6542
C  0.8671  2.8602  3.9622
N  1.4036  2.9406  4.9715
H  -0.6897  3.3039  2.6459
H  -0.0456  1.6727  2.5013
H  0.8103  3.0427  1.7911
C  -3.6606  2.4242  -5.1012
C  -2.3156  2.3703  -4.5208
N  -1.2719  2.2549  -4.0410
H  -3.6160  1.7328  -5.9468
H  -3.8504  3.4371  -5.4399
H  -4.3851  2.0816  -4.3710
C  -2.7733  -1.8061  1.6273
C  -3.3396  -2.4727  0.4615
N  -3.8098  -2.9797  -0.4447
H  -1.6952  -1.9311  1.5978
H  -3.1772  -2.3124  2.5034
H  -2.9911  -0.7426  1.6204
C  -4.0483  1.0645  -0.8141
C  -5.1576  0.6742  0.0500
N  -6.0234  0.3470  0.7383
H  -4.3147  1.0777  -1.8676
H  -3.2267  0.3553  -0.7049
H  -3.7259  2.0584  -0.5226

---

Record 5
The following is a quantum chemistry calculation of a 2-piece molecular cluster, C22H48NO8 overall, from the OMol25 dataset.

Output
Calculated total energy = -1523.3941 a.u.
Energy relative to the best compared isomer or geometry (same formula, charge and spin) = 0.0 kcal/mol
Net charge = +1
Spin multiplicity = 1
E_HOMO = -11.8 eV

Cartesian coordinates (Å):
C  4.2184  -1.7878  2.9862
C  3.1567  -1.1915  2.0824
C  3.4724  -1.3986  0.5987
C  2.2803  -1.7280  -0.3010
N  1.7193  -0.5788  -1.1319
C  2.4851  -0.5087  -2.4169
C  1.9306  0.4274  -3.4729
O  2.7677  0.2941  -4.6060
C  3.8067  1.1556  -4.7112
O  4.6453  1.0603  -5.5651
C  1.7962  0.7246  -0.4170
O  1.1509  0.5267  0.7795
C  0.6831  1.7151  1.4335
C  -0.7033  2.0603  0.9817
O  -1.5700  1.0886  1.5006
C  -2.9169  1.5234  1.6580
C  -3.7735  0.3203  1.9460
C  0.2638  -0.8684  -1.4255
O  0.2811  -1.9706  -2.2612
C  -0.8814  -2.8042  -2.2185
C  -2.0157  -2.2938  -3.1013
O  -3.2001  -2.2746  -2.3465
C  -4.3352  -1.9150  -3.1304
C  -5.6017  -2.3597  -2.4294
O  -6.4265  -1.2366  -2.2240
C  -7.6160  -1.5484  -1.5201
C  -8.5838  -0.4004  -1.6639
H  5.1847  -1.3176  2.8334
H  4.3007  -2.8590  2.8269
H  3.9401  -1.6386  4.0234
H  2.2012  -1.6603  2.3120
H  3.0207  -0.1423  2.3192
H  4.0529  -0.5666  0.2079
H  4.1317  -2.2596  0.5279
H  1.4687  -2.1191  0.2983
H  2.5556  -2.5034  -1.0015
H  3.5012  -0.2167  -2.1634
H  2.5310  -1.5031  -2.8377
H  1.8793  1.4680  -3.1549
H  0.9395  0.1275  -3.7914
H  3.7919  1.9427  -3.9455
H  1.3206  1.4795  -1.0437
H  2.8432  0.9982  -0.2943
H  0.6594  1.4595  2.4853
H  1.3641  2.5480  1.2673
H  -0.7604  2.0453  -0.1145
H  -0.9707  3.0677  1.3009
H  -3.2527  2.0343  0.7549
H  -2.9581  2.2298  2.4873
H  -4.8120  0.5614  1.7647
H  -3.6739  0.0263  2.9865
H  -3.4741  -0.5135  1.3214
H  -0.1605  0.0175  -1.8991
H  -0.2563  -1.0407  -0.4901
H  -0.5502  -3.7767  -2.5590
H  -1.2505  -2.9191  -1.2008
H  -1.7771  -1.3015  -3.4954
H  -2.1361  -2.9534  -3.9622
H  -4.3757  -0.8322  -3.2474
H  -4.2526  -2.3764  -4.1132
H  -5.3311  -2.8194  -1.4755
H  -6.1311  -3.1107  -3.0171
H  -7.3839  -1.7133  -0.4656
H  -8.0520  -2.4618  -1.9271
H  -9.5091  -0.6433  -1.1525
H  -8.1621  0.5003  -1.2325
H  -8.8050  -0.2312  -2.7116
C  3.0525  3.4936  4.1230
C  4.1770  2.6519  4.7059
C  5.4886  3.4166  4.7649
O  4.3321  1.4386  3.9627
H  3.2958  3.7885  3.0967
H  2.1222  2.9242  4.1022
H  2.8906  4.3997  4.7062
H  3.9005  2.3287  5.7093
H  5.8025  3.7101  3.7589
H  6.2744  2.7948  5.1917
H  5.3938  4.3193  5.3682
H  4.5857  1.6760  3.0651